DFT (the ωB97M-V functional and the def2-TZVPD basis) results for a molecular structure, C30H20AsCl6CrINO7SSe.

CARTESIAN COORDINATES (ANGSTROEM)
Cr: 0.0035 -0.6755 0.3630
Cl: -1.6893 -7.1417 -1.6392
C: -1.6751 -5.5160 -0.9844
C: -2.7726 -5.0512 -0.3172
C: -2.7917 -3.7595 0.2262
I: -4.4765 -3.0780 1.2382
C: -1.7016 -2.8986 0.1153
O: -1.6458 -1.7222 0.6083
C: -0.5695 -3.4020 -0.6173
N: 0.4573 -2.5220 -0.7436
C: 1.5409 -2.8934 -1.3823
C: 1.6741 -4.1814 -1.9357
C: 0.6509 -5.0775 -1.8302
C: -0.5311 -4.7006 -1.1575
H: -3.6382 -5.6898 -0.2044
H: 2.3194 -2.1515 -1.4932
H: 2.5919 -4.4369 -2.4478
H: 0.7268 -6.0691 -2.2564
Cl: -1.4903 -1.1432 3.4784
C: -1.4100 0.5014 2.9032
C: -0.7576 0.8380 1.7089
C: -0.6607 2.2136 1.4739
Cl: 0.2716 2.8157 0.1465
C: -1.2478 3.1809 2.2918
Cl: -1.1379 4.8677 1.9126
C: -1.9349 2.7921 3.4313
Cl: -2.6754 3.9747 4.4580
C: -1.9976 1.4436 3.7510
Cl: -2.8102 0.9720 5.2091
O: 2.7115 -2.1806 3.6755
As: 2.3285 -0.8131 2.5855
O: 2.1430 0.5666 3.4216
O: 1.0176 -1.5256 1.8014
C: 4.0259 -0.8007 1.6162
C: 5.1047 -1.3707 2.2981
C: 6.3925 -1.2844 1.7970
C: 6.6299 -0.6173 0.6020
C: 5.5717 -0.0521 -0.0839
C: 4.2762 -0.1448 0.4166
S: 3.0085 0.5774 -0.6183
O: 3.0653 -0.1841 -1.8489
O: 3.3296 1.9742 -0.7487
O: 1.7858 0.3370 0.1826
H: 1.8934 -2.6910 3.7164
H: 4.9220 -1.8854 3.2307
H: 7.2124 -1.7340 2.3445
H: 7.6359 -0.5383 0.2073
H: 5.7290 0.4705 -1.0191
C: -3.7540 5.5014 -1.7845
C: -3.0953 4.1495 -1.8686
C: -1.9576 3.9454 -2.6345
C: -1.3156 2.7104 -2.6863
C: -0.0290 2.5962 -3.4565
C: -1.8341 1.6333 -1.9557
Se: -0.9166 -0.0509 -1.9837
C: -3.0063 1.8109 -1.2071
C: -3.6316 0.6791 -0.4399
C: -3.6061 3.0655 -1.1676
H: -3.1444 6.2632 -2.2732
H: -3.8971 5.8023 -0.7442
H: -4.7371 5.5006 -2.2643
H: -1.5285 4.7799 -3.1829
H: 0.1136 3.4731 -4.0924
H: -0.0040 1.6947 -4.0680
H: 0.8205 2.5199 -2.7710
H: -2.8992 0.1246 0.1443
H: -4.0834 -0.0447 -1.1248
H: -4.4079 1.0538 0.2307
H: -4.4922 3.1989 -0.5523

Output
HOMO energy (spin up / spin down)   -2.21 / -2.30 eV
Spin multiplicity   4
<S²>   3.798
Charge   -2
Energy above the lowest of the compared OMol25 structures with the same formula, charge and spin   0.0 kcal per mole
LUMO energy (spin up / spin down)   3.6936 / 3.6936 eV